Record 1
This record from the OMol25 dataset describes 2 unconnected molecules or ions with the total composition C12H23FN6O2P2S. The level of theory is ωB97M-V/def2-TZVPD.

Each line ends with the Mulliken charge.
CARTESIAN COORDINATES (ANGSTROEM)
N (-1.643, 0.240, 2.141)  -0.2273
H (-3.053, 2.286, 4.726)  0.4509
C (1.732, -2.540, -1.893)  -0.6150
N (0.311, -1.150, 1.916)  0.1571
P (0.999, -1.504, 3.470)  0.2365
H (1.729, -2.255, 0.790)  0.3867
H (-3.722, 3.600, 2.937)  0.2860
S (1.216, -1.419, -5.785)  -0.1383
C (-0.781, -0.468, 1.430)  0.4679
H (-0.798, 2.787, 4.487)  0.4715
H (1.243, 2.316, -2.831)  0.4112
H (0.572, 3.499, 2.745)  0.3250
N (-0.869, -0.589, 0.101)  -0.6620
C (-0.328, 1.945, 3.973)  -0.6681
O (0.123, -2.120, 4.459)  -0.5004
C (2.258, -2.387, -3.328)  -0.9235
C (1.194, -2.611, -4.414)  -0.7118
H (0.523, -0.771, -2.241)  -0.1904
H (-4.025, 1.022, 3.962)  0.3985
H (-0.272, 2.298, 1.810)  0.2568
H (1.342, -3.585, -4.884)  0.4023
C (0.159, -1.333, -0.281)  -0.1221
H (1.297, 1.906, 2.499)  0.2598
H (-2.383, 0.612, 1.556)  0.2513
N (-0.207, 0.776, -5.213)  -0.1535
H (0.182, -2.612, -4.011)  0.2942
C (0.359, 2.432, 2.689)  -0.9870
C (-3.380, 2.618, 2.614)  -1.1255
H (-2.473, 2.772, 2.031)  0.3037
H (-0.430, -2.224, -2.043)  0.3845
H (1.586, -0.280, 3.799)  0.1117
C (0.866, 1.671, -3.610)  -0.0763
H (3.080, -3.087, -3.489)  0.4412
H (2.039, -2.303, 2.978)  0.0659
F (-0.184, 2.453, -7.074)  -0.9259
H (2.677, -1.387, -3.408)  0.4407
C (0.462, -1.708, -1.679)  0.7056
H (0.398, 1.532, 4.676)  0.4780
P (-1.662, 0.642, 3.853)  0.0001
C (-3.170, 1.683, 3.822)  -0.6039
O (1.550, 0.531, -3.888)  -0.3067
N (0.898, -1.687, 0.776)  -0.1752
N (-0.143, 1.869, -4.350)  -0.2928
H (1.580, -3.583, -1.603)  0.3035
C (0.771, 0.021, -4.911)  0.3988
H (2.521, -2.141, -1.241)  0.3490
H (-4.146, 2.231, 1.939)  0.3677

For the HOMO energy, the calculation gives -4.766 eV. For the total energy, the calculation gives -2130.63712 Eh. The gap between HOMO and LUMO is 3.5 eV. Its multiplicity is 1.



Record 2
This record from the OMol25 dataset describes 7 unconnected molecules or ions with the total composition C48H104N3OS. The level of theory is ωB97M-V/def2-TZVPD.

Each line ends with the Mulliken charge.
CARTESIAN COORDINATES (ANGSTROEM)
H (6.646, -3.260, -9.208)  0.1857
H (-3.095, 3.045, 6.717)  0.3545
H (-0.628, 7.906, -2.353)  0.0986
S (4.456, 3.768, -1.719)  -0.0253
H (7.506, -3.186, -4.672)  0.2679
H (4.259, 1.391, -7.406)  0.3003
H (4.379, -0.749, -8.238)  0.2247
N (2.027, 3.784, 0.167)  -0.4057
H (-7.186, -2.124, 4.446)  0.3173
C (2.448, 0.542, -6.559)  -0.4125
H (-0.476, 11.600, -3.077)  0.2963
H (1.101, 11.073, -3.698)  0.2836
H (-4.989, -5.080, 6.685)  0.2372
H (-2.548, 3.789, -2.052)  0.3852
H (-4.845, -3.684, 1.367)  0.2628
H (-4.230, -1.557, 5.040)  -0.2008
C (2.197, 8.040, -2.919)  -0.4964
H (-4.410, 2.079, 6.014)  0.1692
H (-4.842, -0.301, 3.027)  0.3656
H (-6.344, -5.888, 11.597)  0.3791
H (-6.559, -3.623, 0.925)  0.3885
H (-3.309, -5.545, 9.209)  0.2814
H (1.626, -1.011, -9.568)  0.3162
C (4.681, 0.845, -5.367)  -0.2844
C (-5.835, -3.358, 1.703)  -1.3725
H (-2.899, -6.041, 7.577)  0.3499
H (2.419, -2.548, -2.283)  0.4060
H (-1.996, -0.635, 7.017)  0.2520
H (3.286, -1.294, 0.112)  0.2328
H (8.004, -2.278, -9.768)  0.3684
H (5.323, -2.731, 0.310)  0.3333
H (-0.716, 9.487, -1.606)  0.3988
H (-4.706, -1.034, -2.050)  0.2620
C (-6.380, -1.678, 5.040)  -0.2995
H (-7.346, -6.019, 10.142)  0.2949
C (-4.905, -5.302, 7.756)  -0.6433
C (0.445, 1.812, -1.145)  0.2190
H (0.864, -0.694, -2.886)  0.0165
C (3.737, 1.359, -6.443)  -0.5464
H (4.101, -3.733, -0.758)  0.2805
C (2.907, -1.471, -2.238)  0.0474
C (-5.813, -4.490, 10.042)  -0.5311
H (9.452, -3.136, -7.984)  0.3595
H (6.548, -5.779, -6.269)  0.3942
H (5.601, -2.868, -1.596)  0.1411
C (1.293, 8.814, -1.956)  -0.6671
C (-3.358, 2.363, 5.903)  -1.2033
H (1.344, 8.343, -0.966)  0.3399
C (-2.187, 0.964, 8.459)  -0.9170
H (5.887, -2.798, -6.562)  -0.3124
C (-1.496, 3.373, -1.674)  -0.2424
H (0.198, -0.330, 9.146)  0.2808
H (-4.177, -2.434, -0.762)  0.1746
H (-2.733, 0.519, 5.022)  0.1532
H (3.172, -1.455, -6.162)  -0.0532
H (-3.826, -1.672, 2.635)  0.4028
H (-6.097, -3.918, 2.605)  0.3948
C (8.367, -3.247, -7.875)  -0.2952
H (-5.283, -6.324, 7.880)  0.3487
H (-3.255, 2.915, 4.963)  0.3721
H (-3.166, -2.088, -2.419)  0.3381
H (1.920, 0.574, -5.597)  0.0831
C (-0.440, 9.539, -3.741)  -0.4282
H (-6.837, -4.450, 8.150)  0.4273
C (-2.897, -0.491, -0.750)  0.2189
C (-0.182, 8.907, -2.370)  -0.4452
C (-2.761, -3.931, 7.895)  -0.9191
C (4.793, -2.775, -0.745)  -0.8879
O (-2.975, 0.727, -1.585)  -0.4000
C (8.089, -4.547, -7.118)  -0.7255
C (-5.020, -1.965, 4.396)  -0.0593
C (5.887, -3.746, -6.012)  0.4809
H (4.596, -0.479, -1.020)  0.2097
H (8.027, -2.384, -7.294)  0.1937
C (-4.829, -1.397, 2.984)  -0.5282
C (2.634, -0.928, -6.958)  -0.2462
H (-2.319, 0.247, 9.279)  0.3790
H (-0.605, 2.013, 9.460)  0.3890
C (1.842, -0.234, -2.379)  -0.0242
C (-1.746, 0.868, -2.417)  -0.4940
H (3.633, -1.396, -3.182)  -0.2857
H (0.805, 6.469, -3.497)  0.2527
H (1.699, 9.824, -1.829)  0.3364
H (-6.409, -2.175, 6.018)  0.0332
H (-0.226, 11.393, -4.818)  0.3788
C (3.364, -1.160, -8.284)  -0.2683
H (-2.880, 1.788, 8.667)  0.3495
H (4.836, -4.041, -5.907)  0.3929
H (0.038, 8.947, -4.530)  0.2336
H (-0.378, 5.180, -0.716)  0.3288
H (1.301, 0.859, 8.433)  0.3827
C (0.795, 3.310, -0.578)  -0.2326
H (-2.097, 1.238, -3.496)  0.3098
H (1.643, -1.396, -7.012)  0.4374
H (6.073, -4.990, -7.757)  0.3548
H (-1.701, -3.981, 8.159)  0.4433
C (0.302, 0.421, 8.356)  -1.1570
H (3.177, -0.815, -10.403)  0.4184
H (-6.687, 0.340, 4.290)  0.2851
H (-4.810, -4.320, 10.447)  0.2641
C (3.017, 3.953, -0.777)  0.3126
H (-3.394, -0.246, 0.307)  0.0337
H (-5.645, -1.348, 1.000)  0.3211
H (1.785, 1.034, -7.281)  0.3544
H (0.982, -0.255, -0.171)  0.3027
H (1.825, 6.068, -2.099)  -0.1378
H (-6.865, -1.548, 2.243)  0.3058
H (-2.835, -3.658, 6.837)  0.1691
H (3.225, 8.087, -2.541)  0.3448
C (-2.593, 0.276, 7.149)  -0.0673
C (-5.857, -1.857, 1.947)  -0.5200
H (-6.454, -3.711, 10.472)  0.3740
C (6.611, -4.830, -6.816)  -1.0886
C (-2.463, 1.134, 5.889)  -0.2925
H (8.489, -5.389, -7.698)  0.4232
H (0.233, -0.084, 7.389)  0.2704
C (-5.812, -4.328, 8.520)  -0.2093
H (-5.689, -6.661, 10.150)  0.2819
H (3.476, -2.242, -8.430)  0.3868
H (-4.860, -3.049, 4.377)  0.4144
H (8.096, -4.044, -9.872)  0.3207
C (1.805, 6.578, -3.068)  -0.6438
C (2.631, -0.584, -9.483)  -1.5049
H (-7.614, -0.056, 5.740)  0.4548
H (-1.518, 9.502, -3.939)  0.3788
H (-5.875, 0.259, 5.866)  -0.0705
H (-3.215, -3.134, 8.489)  0.1987
N (-0.398, 4.155, -0.964)  0.0186
H (6.445, -4.463, -4.046)  0.3887
H (2.539, 0.504, -9.416)  0.3130
H (2.425, 0.925, -0.446)  0.4121
H (2.509, 6.067, -3.733)  0.4148
H (-0.611, 2.265, 7.723)  0.2253
C (1.439, 0.504, -0.971)  -0.3974
N (-0.922, 1.961, -1.774)  0.2139
H (-3.634, -0.059, 7.245)  0.1456
H (2.209, 8.520, -3.903)  0.2780
H (5.564, 1.489, -5.302)  0.3968
H (-1.422, 1.439, 5.737)  0.3906
C (-3.811, -1.637, -1.550)  -0.8468
C (-6.327, -5.845, 10.503)  -1.2211
H (-1.217, -0.173, -2.500)  0.2394
H (-5.525, -3.298, 8.277)  0.0149
H (2.261, 0.534, -3.191)  -0.0600
C (7.738, -3.211, -9.259)  -1.1119
C (-3.426, -5.272, 8.154)  -0.5325
C (6.471, -3.534, -4.625)  -0.8816
H (-1.809, -0.853, -0.515)  0.1203
C (3.870, -1.416, -0.912)  -0.3364
H (5.027, -0.170, -5.585)  -0.1602
C (0.020, 10.984, -3.834)  -1.2090
H (8.656, -4.534, -6.179)  0.2972
H (5.891, -2.781, -4.085)  -0.0136
C (-6.651, -0.197, 5.242)  -0.9376
C (-0.754, 1.504, 8.499)  -0.4374
H (4.191, 0.842, -4.388)  -0.0307
H (3.470, 2.395, -6.204)  0.3449

For the HOMO energy, the calculation gives -12.018 eV. Its net charge is +1. For the total energy, the calculation gives -2528.40786 Eh. The gap between HOMO and LUMO is 8.0 eV. Its multiplicity is 1.



Record 3
This record from the OMol25 dataset describes a molecular structure, C13H29AgO4. The level of theory is ωB97M-V/def2-TZVPD.

Each line ends with the Mulliken charge.
CARTESIAN COORDINATES (ANGSTROEM)
C (0.572, 3.001, -2.276)  -0.5515
H (0.776, 2.688, -0.111)  0.2743
H (-1.295, 3.819, 2.781)  0.4545
H (-1.087, 1.800, 4.387)  0.1210
H (-1.297, 3.215, -3.403)  0.2990
H (-3.388, 0.940, 3.967)  0.3514
H (4.894, -0.681, -0.682)  0.3880
H (0.211, 2.865, 2.655)  0.3365
C (2.893, -2.534, -0.164)  -0.7701
H (-0.801, -4.946, 0.868)  0.2608
H (3.475, -2.795, -1.071)  0.3158
H (2.410, -0.497, -0.659)  -0.2977
H (0.749, 4.065, -2.434)  0.3318
C (-0.874, -4.558, -0.147)  -1.4106
H (-1.569, -3.174, -2.397)  0.3988
H (-1.974, -1.654, -1.650)  0.1822
C (2.905, -1.035, 0.205)  1.2534
H (-2.249, 1.404, -2.184)  0.2524
H (-3.405, 2.663, 3.567)  0.3776
C (0.016, 2.730, -0.888)  -0.6240
C (-0.566, 2.441, -3.154)  -0.5686
H (-0.291, -2.103, -1.620)  0.1925
C (4.355, -0.504, 0.258)  -1.7420
H (4.839, -0.941, 1.136)  0.3266
H (-3.262, 1.433, 2.264)  0.2222
H (-1.095, 2.631, 1.470)  -0.2590
C (-1.166, 1.311, -2.291)  -0.5684
C (-1.594, -3.174, -0.196)  0.7591
C (-0.873, 2.835, 2.518)  -0.8542
H (3.365, -3.060, 0.675)  0.3384
O (-1.321, -2.399, 0.872)  -0.8374
H (-0.894, 0.320, -2.653)  0.2462
H (-0.184, 2.079, -4.111)  0.3066
O (2.250, -0.838, 1.369)  -0.9021
H (-2.689, -3.450, -0.221)  0.1165
H (1.874, -2.890, -0.307)  -0.2337
O (-0.556, 1.437, -1.003)  -0.0010
Ag (-0.174, -0.380, 0.650)  0.7592
H (0.127, -4.506, -0.591)  0.2744
C (-1.301, -2.521, -1.552)  -1.2892
O (-0.971, 0.463, 2.884)  -0.6961
C (-1.431, 1.649, 3.325)  0.4122
H (4.279, 0.575, 0.427)  0.3870
C (-2.969, 1.685, 3.287)  -1.3582
H (1.455, 2.385, -2.439)  0.3151
H (-1.440, -5.276, -0.768)  0.4258
H (-0.729, 3.481, -0.594)  0.2849

For the HOMO energy, the calculation gives -0.240 eV. Its net charge is -2. For the total energy, the calculation gives -960.49632 Eh. The relative energy (zero: lowest compared OMol25 entry of this formula, charge and spin) comes out at 7.47 kcal/mol. The gap between HOMO and LUMO is 5.1 eV. Its multiplicity is 1.



Record 4
This record from the OMol25 dataset describes a molecular structure, C25H35CuGeN7O2S2Se. The level of theory is ωB97M-V/def2-TZVPD.

Each line ends with the Mulliken charge.
CARTESIAN COORDINATES (ANGSTROEM)
C (1.322, 1.543, 0.576)  -1.5271
N (-5.941, -1.956, 1.523)  -0.5661
H (-2.530, 4.003, -1.944)  -0.3197
H (3.806, -4.051, -2.202)  0.3955
H (-5.510, -1.803, -1.093)  0.2228
C (-6.433, 3.958, -0.640)  -1.2660
C (-4.400, 1.516, -0.390)  -1.2738
H (-3.663, -2.691, 2.676)  0.2771
H (-2.120, 1.955, 5.051)  0.5295
C (-0.766, 5.276, 0.197)  0.5656
H (4.230, -0.942, 0.713)  0.4275
H (-6.766, -2.059, 0.961)  0.2270
H (-6.859, 3.581, -1.575)  0.3524
S (0.025, -1.098, 2.911)  -0.5909
H (-3.959, 3.711, -2.966)  0.4054
H (-5.022, 1.156, 0.432)  0.4342
C (-4.730, -2.226, 0.864)  1.2423
H (-3.773, 5.258, -2.104)  0.3583
H (-1.770, 1.870, -2.199)  0.3566
H (-3.295, 2.058, 3.744)  0.2249
C (1.570, -2.264, -0.653)  0.7451
C (-2.394, -2.824, 0.953)  -0.5327
H (-1.919, 0.714, 2.362)  -0.8862
C (0.605, 2.782, 0.445)  0.2648
C (-3.605, 4.178, -2.042)  -0.6312
H (1.969, 1.340, -0.278)  0.5533
N (0.092, 0.772, 4.817)  -0.5643
H (1.876, 1.466, 1.517)  0.4806
C (4.266, -2.546, -0.731)  -0.6730
N (-1.992, 7.552, -0.004)  -0.6918
C (-0.404, 4.534, -0.936)  -0.9893
H (-7.011, 3.551, 0.196)  0.3420
C (-3.790, 4.168, 1.160)  -0.5819
N (0.225, -2.029, -0.525)  -0.1278
C (3.411, -3.304, -1.517)  -0.1878
C (-2.306, -2.670, -0.423)  -0.5717
C (0.226, 3.555, 1.572)  -0.0294
H (-4.414, 3.882, 2.016)  0.4203
C (-4.634, -2.094, -0.519)  -0.6547
H (-4.719, 0.998, -1.298)  0.4331
C (-1.446, 6.540, 0.082)  0.0930
H (-6.532, 5.049, -0.630)  0.3646
H (-1.836, 3.037, 3.666)  0.2952
H (-0.972, 0.320, -1.827)  0.3177
Ge (-4.543, 3.465, -0.493)  0.7603
H (5.339, -2.667, -0.761)  0.3570
C (-1.916, 0.856, -1.835)  -1.3749
H (-0.698, 5.334, 2.336)  0.3791
H (0.502, 3.183, 2.552)  0.3380
Cu (0.392, -0.294, 0.613)  0.4083
Se (-2.585, 0.886, -0.009)  0.6407
O (-1.032, -2.668, -2.644)  -0.7450
C (-0.433, 4.759, 1.455)  -0.9767
N (2.334, -1.459, 0.136)  -0.3951
H (-2.792, 3.738, 1.288)  -0.3941
N (2.092, -3.177, -1.507)  -0.6034
H (-3.332, -2.208, -2.234)  0.4967
C (0.245, 3.326, -0.817)  -0.0363
N (-1.597, 0.957, 3.288)  0.4302
H (0.068, 1.763, 4.995)  0.2234
H (-0.637, 4.932, -1.916)  0.5329
C (3.649, -1.609, 0.081)  -0.1241
H (-1.513, -3.103, 1.520)  0.6131
C (-3.424, -2.313, -1.158)  -0.1638
C (-2.232, 2.070, 3.974)  -1.0827
H (0.971, 0.322, 5.004)  0.2528
S (-0.809, -3.042, -1.266)  1.2917
O (-0.518, -4.425, -0.975)  -0.7337
H (-3.698, 5.259, 1.136)  0.3946
H (0.509, 2.764, -1.708)  0.4221
C (-3.596, -2.589, 1.595)  -0.9656
C (-0.510, 0.303, 3.685)  0.6802
H (-2.621, 0.315, -2.465)  0.5034
H (-6.035, -2.374, 2.432)  0.2077

For the HOMO energy, the calculation gives -3.788 eV. Its net charge is -1. For the total energy, the calculation gives -8422.71053 Eh. The relative energy (zero: lowest compared OMol25 entry of this formula, charge and spin) comes out at 18.67 kcal/mol. The gap between HOMO and LUMO is 6.1 eV. Its multiplicity is 1.